Record 1
DFT (the ωB97M-V functional and the def2-TZVPD basis) results for a structure of composition C20H21FIrN7O4S.

ORCA input file:
```
! wB97M-V def2-TZVPD RIJCOSX def2/J DEFGRID3
* xyz 3 6
C -2.4310 -0.1196 -2.3522
N -3.0073 -0.3522 1.1862
C 0.8508 3.4128 -0.0438
C -5.4026 -0.5356 1.8171
N -0.0870 2.4836 0.1007
C 0.9484 -6.9872 -1.3403
H -1.7272 -0.9371 -2.5295
C -0.3663 -2.5779 0.8237
H 6.1371 1.3155 0.1862
O -0.0694 -2.3229 -0.3677
C 0.5657 4.7493 -0.2509
F 2.4714 -7.3363 0.4521
H -0.9968 6.2004 -0.4277
H -1.8747 -4.0366 1.0222
H -5.4317 0.3250 2.4861
N 4.1498 1.9317 0.1200
C -1.7481 4.2121 -0.0847
H 1.2735 -5.4936 1.8214
C -0.8191 -5.3006 -0.8887
O 1.4647 -7.7740 -2.0668
H -3.2167 -0.1832 -3.1007
C -3.0039 -0.2165 -0.9785
H -6.3568 -0.6010 1.3027
C 1.4559 -6.6824 0.0232
H 5.0627 0.2156 -0.6990
S 2.1860 0.1867 0.1687
C -0.8052 -3.9801 1.2205
H 1.3341 5.4868 -0.4096
C 0.8749 -5.7024 0.8345
H -5.2804 -1.4289 2.4305
H -0.6160 -4.1511 2.2756
C 2.8040 1.7621 0.0904
C 5.1559 0.8522 0.1767
H -5.2050 -0.3209 -1.1801
C 4.4446 3.2508 0.0900
C -4.3242 -0.3098 -0.5588
N 2.2465 3.0122 0.0277
C -0.7569 5.1575 -0.2699
H -2.7960 4.4771 -0.0833
N -0.1707 -5.0282 0.4063
H -0.6244 -6.4400 -2.5530
H 5.0201 0.2700 1.0839
H -1.9083 0.8290 -2.5018
C -4.2968 -0.4034 0.8266
H -2.1174 2.1315 0.2101
H -2.6096 -0.4833 2.1042
C 3.2662 3.9284 0.0373
Ir -0.1179 -0.0237 0.1393
H 5.4550 3.6266 0.1089
H 3.1232 4.9915 0.0287
C -1.3667 2.8981 0.0841
O -0.3964 -1.6899 1.7232
O -1.8131 -4.7132 -1.1648
N -2.1953 -0.2435 0.0987
N -0.1904 -6.2402 -1.6561
*
```

Output
- LUMO energy (spin up / spin down): -8.365 / -11.723 eV
- F_max: 0.7 eV Å⁻¹
- ΔE to the lowest compared entry with this formula, charge and spin: 20.1 kcal per mole
- <S²>: 8.794
- Orbital gap (spin up / spin down): 8.24 / 5.77 eV

Results of the Löwdin charge analysis, in e, for atoms 1 through 4: atom 1 (C): -0.004, atom 2 (N): 0.070, atom 3 (C): -0.212, atom 4 (C): 0.020



Record 2
DFT (the ωB97M-V functional and the def2-TZVPD basis) results for a cluster of 2 separate species, C6H16N2 in total.

ORCA input file:
```
! wB97M-V def2-TZVPD RIJCOSX def2/J DEFGRID3
* xyz 1 2
C -0.4274 0.3915 1.3018
C 1.0192 -1.3423 -1.2883
C -0.0125 1.7041 0.6375
H 0.2629 2.4902 1.3937
N -0.7467 2.3901 -0.4240
H 1.5883 -0.5211 -0.8454
H -1.0983 0.4921 2.1724
H 1.0011 1.5581 0.2557
N 0.6542 -0.5073 1.6102
H -0.7337 -2.2072 -0.4942
H 0.6933 -3.2948 -0.4052
H -1.7430 2.5010 -0.1756
H 0.1950 -2.6414 1.8788
H 1.7904 -2.0983 1.3622
H -0.6493 0.0264 -1.5701
H -1.8816 4.5951 1.1614
H -0.7102 -1.3149 -2.6543
H 0.4831 0.0098 -2.8751
C 0.3755 -2.2728 -0.2535
H -1.2494 4.5369 1.5419
C 0.7219 -1.8668 1.2780
H 1.6371 -1.9457 -1.9660
C -0.0205 -0.6230 -2.1763
H -1.1494 -0.0597 0.5347
*
```

Output
- LUMO energy (spin up / spin down): -8.498 / -8.497 eV
- F_max: 4.0 eV Å⁻¹
- ΔE to the lowest compared entry with this formula, charge and spin: 151.9 kcal per mole
- <S²>: 0.758
- Orbital gap (spin up / spin down): 5.86 / 6.01 eV

Results of the Löwdin charge analysis, in e, for atoms 1 through 4: atom 1 (C): -0.164, atom 2 (C): -0.241, atom 3 (C): -0.298, atom 4 (H): 0.129



Record 3
DFT (the ωB97M-V functional and the def2-TZVPD basis) results for a cluster of 9 separate species, C15H46NO11 in total.

ORCA input file:
```
! wB97M-V def2-TZVPD RIJCOSX def2/J DEFGRID3
* xyz -1 1
O -0.8614 -0.3334 0.9630
H -1.3627 -0.3075 -2.9632
O -2.0334 3.1600 2.3163
H 0.1579 6.6700 -1.3271
H 3.1927 0.6709 0.6963
C 3.4990 -2.7027 2.0378
C 3.3583 0.5583 -1.4958
C 0.4995 5.1241 -0.0314
H 4.0007 1.9618 -0.0076
C 1.7640 -2.9840 3.8048
H -4.4859 -1.4029 -2.3394
H 5.3543 -0.0361 -2.2144
O -0.0339 4.2072 -1.0494
H -2.5961 -1.8270 3.2799
H -0.3582 3.3902 -0.6635
H 2.0799 -4.0244 3.8824
H 0.6416 -0.8702 -2.3667
H -0.3724 5.3361 0.5874
H -3.3077 -3.3419 3.6726
O 1.3493 -2.7774 1.4361
O -1.8020 -2.8173 0.6497
C 1.0447 6.3598 -0.7743
O 2.3348 0.9471 -2.3939
O -0.0639 1.2275 3.6618
C -3.4062 -1.5489 -2.3730
H 2.5914 4.3621 0.4118
H 4.2239 -2.5658 2.8401
C 3.1634 1.2908 -0.1998
H 0.8151 -2.2123 -3.0456
H -3.6065 -0.8668 -5.7870
H 1.8182 6.0833 -1.4908
H -2.9275 -0.9232 -1.6198
H 2.2329 1.8505 -0.1057
C -4.0926 -2.8110 0.9508
N -0.7479 0.3576 -0.0390
H -1.6406 -3.2784 3.5812
O 0.9592 -1.2747 -3.1741
H 2.2105 -2.4217 4.6249
C 1.5940 4.4369 0.8452
C 2.0918 -2.3176 2.4908
H 0.2913 0.7255 2.9283
H 3.3874 -0.5006 -1.2389
O -0.6178 1.5911 0.1619
H 1.9414 -1.2509 2.6568
H -0.9972 1.3109 3.4659
H 0.4358 -2.5156 1.5721
H 1.1781 3.4537 1.0652
C -2.7567 -3.2552 1.5948
H -4.5645 -0.2128 -4.4576
H -1.7549 -1.8586 0.6624
O -0.6415 -0.1329 -1.1006
H 4.5487 0.8844 -3.3996
H 3.4944 -3.7113 1.6244
H -4.5748 -1.9093 -4.8616
H 5.1730 1.7818 -2.1426
H 1.4514 7.1105 -0.0967
H -4.2253 -3.2614 -0.0329
H -3.1369 -2.5427 -2.0153
H 3.6526 -1.9489 1.2655
H -2.1506 -2.1732 -4.1164
H -2.7453 -4.3451 1.5923
H 0.6940 -3.1119 3.9688
O -1.9378 -0.1119 -3.7066
C -3.9235 -1.0413 -4.7588
H -4.1416 -1.7229 0.9113
H 1.7183 4.8730 1.8363
C -2.5208 -2.8932 3.0664
H -1.2146 2.6693 2.2456
C -2.7287 -1.3032 -3.8049
H -2.3937 3.1548 1.4295
C 4.6896 0.8212 -2.3206
H 2.0091 0.1784 -2.8679
H -4.9170 -3.1006 1.6025
*
```

Output
- LUMO energy: 2.873 eV
- F_max: 4.8 eV Å⁻¹
- ΔE to the lowest compared entry with this formula, charge and spin: 27.9 kcal per mole
- Orbital gap: 9.56 eV

Results of the Löwdin charge analysis, in e, for atoms 1 through 4: atom 1 (O): -0.019, atom 2 (H): 0.021, atom 3 (O): -0.059, atom 4 (H): 0.070



Record 4
DFT (the ωB97M-V functional and the def2-TZVPD basis) results for a cluster of 4 separate species, C3H12O4 in total.

ORCA input file:
```
! wB97M-V def2-TZVPD RIJCOSX def2/J DEFGRID3
* xyz 0 1
C -0.5973 -1.1305 2.6036
O 0.9541 -0.4688 -2.1069
O -0.4793 0.0461 0.5092
C 1.2875 0.4195 2.1093
H -1.2692 -1.8798 2.2623
H -2.5168 3.0163 1.8483
O -3.2121 2.7619 2.4629
H -0.2447 -1.0864 3.6176
H 1.1946 -0.2715 -1.1925
C -0.0439 -0.2332 1.7753
H 1.9783 -0.4011 2.2539
H -1.3748 -0.3125 0.4866
H -2.9480 1.9202 2.8517
H 1.6426 0.9255 1.2125
H 1.7925 -0.2818 -2.5481
H 1.2418 -1.4167 -5.3036
H 1.8063 -2.5146 -6.1617
H 1.3602 1.0633 2.9770
O 1.9517 -1.5888 -5.9359
*
```

Output
- LUMO energy: 0.479 eV
- F_max: 1.4 eV Å⁻¹
- ΔE to the lowest compared entry with this formula, charge and spin: 28.4 kcal per mole
- Orbital gap: 9.64 eV
- SMILES: C=C(C)O.O.O.O

Results of the Löwdin charge analysis, in e, for atoms 1 through 4: atom 1 (C): 0.034, atom 2 (O): -0.065, atom 3 (O): 0.025, atom 4 (C): -0.031



Record 5
DFT (the ωB97M-V functional and the def2-TZVPD basis) results for a structure of composition C21H19AuCl2F4N3O.

ORCA input file:
```
! wB97M-V def2-TZVPD RIJCOSX def2/J DEFGRID3
* xyz 1 3
H -0.8986 -6.5801 -2.2025
F -2.8309 -5.1050 -1.2504
C -1.3568 -3.3144 -1.4180
H 2.1384 2.9106 -0.4520
C -0.0866 -2.7269 -1.7345
C -2.1415 1.2330 1.8682
H 1.5055 -0.7554 -3.0459
O -2.2507 1.1709 0.6099
C -0.0470 -0.2349 4.6198
Cl -1.7423 1.6428 6.3882
H 2.8586 0.7266 -1.6860
H -0.9058 3.1713 -0.2402
C -0.6799 -5.5293 -2.0783
C -1.8871 1.4673 4.6954
H -0.2683 2.5378 -2.6217
H 0.2541 4.1994 0.6096
C -2.9609 2.1086 2.6371
C -1.6264 -4.6530 -1.5807
H 1.5565 3.0623 -4.2616
N 0.8899 1.4297 -1.3012
H 0.4719 1.1150 -3.3170
C 0.7073 -1.0975 3.8635
H 1.4674 -1.7194 4.3146
C 0.5450 -5.0025 -2.4346
C 1.9103 0.3881 -1.2510
F -2.3632 -2.5846 -0.9683
H 0.1085 -0.1499 5.6863
C -2.8254 2.2132 4.0150
H 2.7434 2.3176 -3.1960
C 0.1023 3.5811 -0.2754
F 1.4793 -5.7975 -2.9440
H -3.4690 2.8963 4.5519
Cl -4.1379 3.0327 1.8254
C 0.4773 -1.1616 2.4854
C -1.1796 0.4317 2.6064
C -1.0342 0.5519 4.0024
F 2.0305 -3.2692 -2.7242
C 0.6546 1.9601 -2.6536
C 1.1436 2.4724 -0.2929
H 0.1802 4.2294 -1.1474
Au -0.8954 -0.0522 -0.4514
N -0.4226 -0.4105 1.8876
C 0.8363 -3.6642 -2.2881
C 1.5078 -0.9059 -1.9617
H 2.0987 0.1662 -0.1980
H 1.1610 1.9730 0.6799
H 1.0403 -1.8396 1.8528
N 0.1927 -1.4058 -1.5683
C 1.7799 2.8273 -3.2213
H 1.8744 3.7699 -2.6827
H 2.2943 -1.6270 -1.7507
*
```

Output
- LUMO energy (spin up / spin down): -3.598 / -5.743 eV
- F_max: 1.1 eV Å⁻¹
- <S²>: 2.076
- Orbital gap (spin up / spin down): 7.13 / 4.80 eV

Results of the Löwdin charge analysis, in e, for atoms 1 through 4: atom 1 (H): 0.153, atom 2 (F): 0.129, atom 3 (C): -0.149, atom 4 (H): 0.121



Record 6
DFT (the ωB97M-V functional and the def2-TZVPD basis) results for a cluster of 2 separate species, C9H14 in total.

ORCA input file:
```
! wB97M-V def2-TZVPD RIJCOSX def2/J DEFGRID3
* xyz 0 1
C 0.1947 0.7177 1.5883
C 0.7190 -1.6432 0.1405
H 2.3038 0.5317 2.0606
H -1.5549 -1.8524 0.0348
C -0.8230 -0.0131 0.9169
H -1.7321 2.4686 -3.6289
C 1.7998 -1.0299 0.8014
H 3.9422 -0.9328 0.9219
C -0.6102 -1.2512 0.3160
H -0.0160 1.6218 2.0841
H -3.8328 1.3793 -2.9299
C -3.2736 1.8378 -2.1256
H -3.7939 2.7168 -2.1715
C 1.4792 0.1084 1.5698
H -1.0766 1.3415 -2.4246
H 3.4502 -1.9992 -0.3579
H -3.3600 1.2979 -1.1555
H -1.5797 3.0105 -2.0794
H 3.2567 -2.5047 1.3126
C 3.1509 -1.6410 0.6049
H -1.8275 0.3214 0.9612
C -1.8019 2.0883 -2.5035
H 0.8116 -2.4429 -0.4792
*
```

Output
- LUMO energy: 1.016 eV
- F_max: 4.7 eV Å⁻¹
- ΔE to the lowest compared entry with this formula, charge and spin: 35.5 kcal per mole
- Orbital gap: 9.95 eV
- SMILES: Cc1ccccc1.CC

Results of the Löwdin charge analysis, in e, for atoms 1 through 4: atom 1 (C): -0.046, atom 2 (C): -0.062, atom 3 (H): 0.083, atom 4 (H): 0.134



Record 7
DFT (the ωB97M-V functional and the def2-TZVPD basis) results for a cluster of 2 separate species, C4H13N2O in total.

ORCA input file:
```
! wB97M-V def2-TZVPD RIJCOSX def2/J DEFGRID3
* xyz 1 1
C -2.7553 -1.6396 -0.5567
N 0.8475 -0.9999 0.6346
H -0.7363 -1.8547 -2.1624
C 0.8058 1.4540 0.9346
H -0.5108 -0.2513 -2.3896
N -0.7169 -0.9562 -1.6906
H 1.1809 3.3696 0.9079
H 2.2335 0.3315 -0.2148
C 1.6871 0.2366 0.7208
H -2.1694 0.3504 -0.8640
H 0.3058 -1.0314 -0.2914
H 2.3887 0.1231 1.5417
H 0.0371 1.5040 0.1526
H -2.5498 -2.6899 -0.7296
H -3.6515 -1.3785 -0.0187
H 1.4193 -1.8421 0.7046
O 1.6828 2.5491 0.8762
C -1.9532 -0.6981 -1.0234
H 0.3045 1.3891 1.9081
H 0.1624 -1.0412 1.3899
*
```

Output
- LUMO energy: -3.124 eV
- F_max: 0.2 eV Å⁻¹
- ΔE to the lowest compared entry with this formula, charge and spin: 44.9 kcal per mole
- Orbital gap: 10.05 eV

Results of the Löwdin charge analysis, in e, for atoms 1 through 4: atom 1 (C): 0.017, atom 2 (N): 0.161, atom 3 (H): 0.110, atom 4 (C): -0.263



Record 8
DFT (the ωB97M-V functional and the def2-TZVPD basis) results for a cluster of 10 separate species, C39H59F4N3O6S3 in total.

ORCA input file:
```
! wB97M-V def2-TZVPD RIJCOSX def2/J DEFGRID3
* xyz 0 1
C 8.5453 15.7103 12.2218
H 12.3820 15.4442 11.1484
F 11.9774 13.2428 19.6314
H 11.6969 14.5630 12.4301
C 8.7683 11.8507 14.3121
C 7.3979 14.0497 10.9032
H 14.7099 18.7465 14.6088
H 9.9801 12.4648 9.7669
H 9.7630 22.5318 10.0351
H 10.7465 19.0500 7.6140
H 8.1145 11.4726 13.4632
H 11.0149 16.5970 15.8592
H 7.8845 13.4760 17.3175
C 14.3585 19.7613 14.9710
C 10.9059 19.4742 10.9451
C 10.9451 10.8274 12.8696
H 15.7835 10.7854 17.2535
C 14.5699 19.5414 10.5896
H 12.1656 15.2598 15.9505
H 10.3815 20.3378 14.9761
H 11.2854 19.0241 11.8304
C 15.0604 11.6536 19.0053
H 9.6933 21.4066 7.7890
C 14.0293 12.2613 19.6856
H 11.6117 16.0368 17.4885
H 11.6460 12.1402 10.2704
H 7.0848 14.3910 13.0598
C 14.1324 13.6596 13.7321
H 14.9167 8.1358 13.5665
H 9.0868 12.3422 17.2297
N 12.9614 19.8333 15.0366
C 11.3558 12.9132 8.3039
H 14.8676 20.4710 14.3308
O 15.8404 10.7535 13.0360
S 14.1173 14.1960 12.0927
H 13.1587 13.2831 14.0539
H 13.5864 11.1076 15.9996
C 11.3363 15.7135 16.4508
C 12.5814 15.1243 12.1629
C 10.5391 19.5430 8.5376
H 14.8977 12.8574 13.7050
H 14.1633 12.5417 20.7367
C 7.6318 14.6534 12.1541
O 12.4092 18.1305 13.7009
H 17.3470 21.0848 11.6335
C 12.8904 12.5432 18.9320
H 12.6313 16.0558 12.7672
C 15.0990 10.2675 10.5425
H 10.9342 9.9981 13.5425
C 14.9249 11.2050 17.7334
H 13.6893 19.6722 9.9543
C 10.9695 18.8835 9.6830
H 10.5260 21.3210 11.9768
N 9.8978 14.1907 17.6450
H 8.9175 16.1370 13.1614
C 16.9032 19.0983 12.0537
H 14.4636 14.4612 14.3679
C 15.4574 20.5763 10.8239
H 13.9711 14.0002 7.0643
C 12.6750 12.1646 17.6214
H 14.3010 9.7265 10.0043
C 14.8681 18.2694 11.1503
C 13.6999 11.4079 17.0594
H 7.8628 13.9064 8.8554
C 10.9355 12.0507 9.4644
H 13.4893 15.2861 8.2048
H 10.0291 19.0382 13.7701
H 10.5000 10.6961 11.8965
H 14.7777 19.7752 15.9928
C 16.6057 20.3493 11.5438
C 10.4549 20.7765 11.0390
C 10.6151 19.2935 14.6924
O 11.2245 12.1485 14.9988
C 10.0475 21.4771 9.8874
H 16.2151 17.0472 12.3527
H 10.3457 18.5821 15.4681
H 16.0202 11.3897 19.4625
H 14.1871 17.4364 10.9311
H 9.4466 15.8665 8.9305
C 10.0641 20.8589 8.6467
F 11.5174 17.6480 9.6546
H 11.8444 12.4928 17.0841
H 8.6289 12.9262 18.8093
H 16.0047 7.9683 12.0935
O 9.4459 14.5266 15.4753
H 11.9918 11.0909 12.7401
H 10.6620 11.0803 9.0306
C 13.1654 14.4310 7.6181
C 16.0501 18.0075 11.8770
C 15.0237 8.2990 12.4815
F 18.0732 18.8988 12.8621
H 14.1608 7.8034 11.9905
O 10.6329 13.0745 7.3260
C 8.8375 13.2324 17.7757
C 10.0827 14.8087 16.4337
H 9.9577 16.8899 11.2072
N 12.5515 13.5011 8.5216
H 12.9936 13.3950 9.4289
H 12.6262 20.6613 15.5225
H 12.4529 14.8166 6.8394
H 14.8972 11.3209 10.4771
C 9.2585 16.1066 11.0829
H 10.3723 14.5097 18.4487
C 8.9250 15.5393 9.8328
C 8.0402 14.4589 9.7415
H 8.8082 11.0862 15.0798
C 12.0859 19.0488 14.4270
S 14.7496 10.0695 12.2827
H 16.0518 9.9409 10.2939
H 15.2129 21.5581 10.4494
S 10.3981 12.2436 13.7539
O 13.7469 13.0642 11.2026
F 6.5948 12.9825 10.8923
H 8.3908 12.7730 14.7767
*
```

Output
- LUMO energy: 0.369 eV
- F_max: 4.4 eV Å⁻¹
- Orbital gap: 9.15 eV

Results of the Löwdin charge analysis, in e, for atoms 1 through 4: atom 1 (C): -0.074, atom 2 (H): 0.028, atom 3 (F): 0.035, atom 4 (H): 0.034